1.
40
Properties=species:S:1:pos:R:3:forces:R:3 method="wB97M-V/def2-TZVPD" homo_lumo_gap_ha=0.18765 largest_force_ev_per_a=1.06 spin_multiplicity=1
Ta -0.940013 -0.176454 -0.311000 -0.1 0.7 -0.5
O -1.454398 0.414339 3.644296 0.0 0.0 0.0
C -1.373769 -0.358322 2.739904 0.2 -0.1 -0.1
O -0.502803 -0.237610 1.702348 -0.4 -0.1 0.0
C -2.142396 -1.647570 2.551568 0.0 0.1 -0.2
C -2.106045 -2.750860 3.370959 0.0 -0.1 0.1
C -2.380580 -4.005146 2.818355 -0.1 0.1 0.1
C -2.503050 -4.202218 1.463139 0.0 -0.1 -0.1
C -2.533281 -3.064252 0.665674 0.0 0.0 0.3
C -2.546018 -1.792651 1.221767 0.0 0.0 0.1
O -2.716521 -0.707556 0.466966 0.7 0.0 -0.2
N -2.173598 -3.132619 -0.723639 0.1 0.3 -0.2
O -1.410194 -2.215738 -1.153321 0.3 -0.1 0.1
O -2.482028 -4.044820 -1.413821 -0.1 -0.3 -0.1
N -2.360350 -5.189018 3.698318 0.3 -0.1 -0.1
O -2.531620 -6.268226 3.173570 -0.1 0.0 0.0
O -2.133321 -4.998036 4.871925 -0.1 0.0 0.0
H -1.802593 -2.680172 4.406932 0.0 0.0 0.0
H -2.514250 -5.198839 1.043881 0.0 0.0 0.0
Se -1.856322 0.684989 -2.492062 -0.5 -0.4 0.5
Se 0.171812 1.291186 -3.482817 0.2 0.1 -0.2
Se 1.348658 -0.635788 -2.846664 -0.1 -0.1 0.1
Se 1.549536 -0.315138 -0.520766 -0.3 -0.2 0.3
N -1.155650 1.975474 0.456889 0.0 -0.1 0.3
C -0.822503 3.059698 -0.458066 0.0 -0.1 0.1
C 0.524433 3.344745 -0.611588 0.1 0.0 -0.1
C 0.928112 4.051575 -1.726608 0.0 0.0 0.0
C -0.016310 4.433754 -2.673018 0.0 0.1 0.0
C -1.370954 4.311195 -2.404509 0.1 -0.1 0.0
C -1.787586 3.612091 -1.275360 0.0 0.0 -0.1
S 0.560912 4.786894 -4.341931 -0.4 0.9 0.3
O 1.224976 3.520565 -4.643269 0.3 -0.4 -0.2
O -0.656000 5.016395 -5.094609 0.1 -0.1 0.0
O 1.449909 5.920362 -4.204188 0.0 -0.3 -0.1
H -2.089006 2.076765 0.857480 -0.1 0.1 -0.2
H -0.541229 2.028990 1.270871 0.0 -0.1 0.0
H 1.255757 2.921387 0.068878 0.0 0.0 0.0
H 1.978938 4.203458 -1.939209 0.0 0.0 0.0
H -2.078310 4.664701 -3.143691 0.0 0.0 0.0
H -2.839145 3.401871 -1.113482 0.0 0.0 0.0

=====

2.
15
Properties=species:S:1:pos:R:3:forces:R:3 method="wB97M-V/def2-TZVPD" homo_lumo_gap_ha=0.34266 largest_force_ev_per_a=0.41 spin_multiplicity=1 smiles="[H]/N=C/C(N)=C=CC"
H 1.535205 -1.587479 2.547083 -0.1 0.0 0.0
N 0.983689 -1.061457 1.868874 0.3 -0.1 -0.2
C 1.622627 -0.955699 0.775012 -0.2 0.0 0.1
C 1.052861 -0.258831 -0.405099 -0.3 0.0 0.1
N 1.988267 0.042030 -1.426514 0.0 0.2 0.0
C -0.246334 -0.052977 -0.474917 0.0 0.0 0.0
C -1.550380 0.006412 -0.505984 0.2 -0.1 0.0
C -2.397925 1.035643 0.194628 0.0 0.1 0.0
H 2.635718 -1.352133 0.613813 -0.1 0.0 0.1
H 2.781704 0.577828 -1.091546 -0.1 -0.1 0.0
H 1.559819 0.527056 -2.204986 0.0 -0.1 0.1
H -2.087570 -0.781195 -1.038960 0.1 0.1 0.1
H -1.783606 1.732167 0.770264 -0.1 -0.1 -0.1
H -3.016968 1.602226 -0.510394 0.1 -0.1 0.1
H -3.077108 0.526409 0.888725 0.1 0.1 -0.1

=====

3.
17
Properties=species:S:1:pos:R:3:forces:R:3 method="wB97M-V/def2-TZVPD" homo_lumo_gap_ha="0.34016 / 0.29117" largest_force_ev_per_a=5.12 spin_multiplicity=1 charge=+1
C -0.180078 -0.656604 -2.003360 -1.4 -3.6 3.4
C -1.405336 0.918829 1.126157 -2.2 -0.7 1.2
C 1.120978 -0.700875 -1.216649 -1.7 0.5 0.2
C -0.284268 0.004233 1.677226 -2.4 -0.6 -2.2
F 1.761080 2.618013 0.676952 -0.6 -2.0 -0.2
F 2.103717 -0.855318 1.099036 0.0 0.9 0.2
P 0.998281 0.049564 0.455556 2.4 -0.2 0.9
H 0.042391 -1.010565 -2.948416 0.3 -1.7 -1.8
H -1.033283 -1.279412 -1.412103 2.1 1.0 -1.8
H -0.662417 0.188220 -2.267400 -1.0 3.7 0.0
H -1.886412 0.629996 0.192446 0.6 -0.5 -0.2
H -2.319085 1.122214 1.751924 1.1 -1.0 0.2
H -1.089385 1.900719 1.035516 1.2 1.9 -0.5
H 1.938849 -0.265510 -1.754151 0.6 0.5 0.0
H 1.381324 -1.741043 -0.965092 0.0 0.3 0.1
H -0.566602 -1.036821 1.911558 -0.3 -0.3 -1.2
H 0.080246 0.114358 2.640799 1.3 1.7 1.9

=====

4.
9
Properties=species:S:1:pos:R:3:forces:R:3 method="wB97M-V/def2-TZVPD" homo_lumo_gap_ha=0.31279 largest_force_ev_per_a=3.11 spin_multiplicity=1 charge=-1
C -1.133038 -0.018330 -0.959140 0.0 -1.5 0.1
C 0.390281 -1.029032 -0.413807 1.2 0.6 0.1
O 2.061135 0.892877 0.473311 0.6 0.7 -1.3
O -0.355039 1.126608 0.999153 1.9 -1.6 -0.6
O 1.118804 -0.627865 2.025290 -0.7 -0.2 0.4
O 0.066990 0.056326 -1.377633 -0.2 0.8 -1.7
O -1.027586 -1.088224 -0.179209 -2.1 1.1 -0.6
S 0.864149 0.204757 0.862735 -0.8 0.6 2.9
H -1.985696 0.482882 -1.430701 0.1 -0.4 0.6